Computed, not measured: the molecule H4NO2PS in a non-equilibrium geometry, with ωB97M-V with the def2-TZVPD basis set.

LUMO = 0.19 eV
ΔE to the lowest compared entry with this formula, charge and spin = 1.468 eV
electronic energy = -25775.013 eV
gap between HOMO and LUMO = 0.371 Ha
structure (SMILES) = N=P(O)(O)S

The geometry in ORCA input format:
```
! wB97M-V def2-TZVPD RIJCOSX def2/J DEFGRID3
* xyz 0 1
N 1.47153 -0.93409 0.90382
P 0.32981 -0.09804 0.16494
O 0.35874 -0.15492 -1.43899
O 0.46160 1.47759 0.47087
S -1.86095 -0.36498 0.38747
H 1.20406 -1.91817 0.73435
H -0.25384 0.45721 -1.92174
H 0.78066 1.60188 1.37564
H -2.49162 -0.06647 -0.67637
*
```

***

Computed, not measured: an isolated ion of composition C20H25F3NO3 and charge +1, with ωB97M-V with the def2-TZVPD basis set.

LUMO = -2.21 eV
electronic energy = -36925.391 eV
gap between HOMO and LUMO = 0.366 Ha
structure (SMILES) = COc1ccccc1COC[C@H](O)C[NH2+]CCc1ccc(C(F)(F)F)cc1

The geometry in ORCA input format:
```
! wB97M-V def2-TZVPD RIJCOSX def2/J DEFGRID3
* xyz 1 1
C -1.26010 1.89087 0.40186
O -0.73115 0.68796 -0.14291
C -0.67279 0.70301 -1.54457
C 0.35727 1.38373 -2.17465
C 0.44337 1.39005 -3.55497
C -0.50206 0.71473 -4.30728
C -1.53056 0.03753 -3.67677
C -1.63947 0.02892 -2.29181
C -2.77424 -0.69749 -1.61205
O -2.32453 -1.64558 -0.65891
C -1.65591 -2.75247 -1.22403
C -1.02866 -3.54808 -0.07121
O -1.98401 -3.85310 0.91996
C 0.04436 -2.73506 0.66951
N -0.62273 -1.62969 1.39583
C -0.14280 -1.39767 2.77716
C 1.34638 -1.06084 2.85106
C 1.69413 0.24372 2.18494
C 2.42565 0.26615 1.00549
C 2.76037 1.46611 0.40422
C 2.34957 2.65646 0.98579
C 2.61860 3.96875 0.30126
F 1.52209 4.36479 -0.38971
F 3.61437 3.90334 -0.58703
F 2.90250 4.95392 1.15501
C 1.62532 2.65175 2.17080
C 1.30719 1.44646 2.76628
H -2.30331 2.02624 0.10536
H -0.68316 2.75662 0.07230
H -1.19351 1.80096 1.48405
H 1.08038 1.91309 -1.57557
H 1.24454 1.92613 -4.03813
H -0.44176 0.71741 -5.38393
H -2.27246 -0.48169 -4.26507
H -3.38882 -0.00031 -1.03601
H -3.40829 -1.18419 -2.36296
H -0.87399 -2.42808 -1.92314
H -2.36700 -3.38482 -1.77619
H -0.56989 -4.46000 -0.47760
H -2.73232 -4.31962 0.53256
H 0.79341 -2.35107 -0.02078
H 0.51600 -3.39853 1.39628
H -1.61409 -1.92525 1.43259
H -0.60488 -0.75023 0.82200
H -0.34049 -2.30211 3.35729
H -0.72801 -0.57942 3.20022
H 1.93927 -1.86542 2.41692
H 1.60868 -0.99660 3.90891
H 2.75928 -0.65769 0.55690
H 3.34632 1.47795 -0.50202
H 1.32601 3.58491 2.62212
H 0.76595 1.44343 3.70066
*
```

***

Computed, not measured: a 2-piece molecular cluster, C3H4N2OS overall in a non-equilibrium geometry, with ωB97M-V with the def2-TZVPD basis set.

LUMO = 0.54 eV
ΔE to the lowest compared entry with this formula, charge and spin = 2.588 eV
electronic energy = -19036.460 eV
gap between HOMO and LUMO = 0.352 Ha
structure (SMILES) = N#[N+][S-].CC=C=O

The geometry in ORCA input format:
```
! wB97M-V def2-TZVPD RIJCOSX def2/J DEFGRID3
* xyz 0 1
N -2.87575 -0.26799 1.94149
N -2.98335 -0.89283 1.02740
S -3.24931 -1.70848 -0.25834
C 1.53023 -0.24404 -0.93163
C 1.01390 0.36517 0.34552
C 0.46936 1.56352 0.31456
O 0.00324 2.66776 0.17916
H 2.19579 -1.06536 -0.72409
H 2.25844 0.51069 -1.46707
H 0.73469 -0.63887 -1.61969
H 0.90276 -0.28956 1.19269
*
```

***

Computed, not measured: a 2-piece molecular cluster, C4H5N3 overall in a non-equilibrium geometry, with ωB97M-V with the def2-TZVPD basis set.

LUMO = -0.75 eV
ΔE to the lowest compared entry with this formula, charge and spin = 3.163 eV
electronic energy = -8696.649 eV
gap between HOMO and LUMO = 0.375 Ha

The geometry in ORCA input format:
```
! wB97M-V def2-TZVPD RIJCOSX def2/J DEFGRID3
* xyz 0 1
C -1.44178 0.30035 -0.09171
N -0.13292 -0.28335 -0.08351
C 0.70553 -0.17182 0.85326
C 2.17522 -0.48750 -2.62186
N 1.17758 -0.86015 -2.14993
C 0.44235 0.52791 2.10047
N 0.22590 1.07937 3.09361
H -1.73651 0.73482 0.86497
H -2.15377 -0.47031 -0.39753
H -1.45110 1.07263 -0.86832
H 0.48796 -0.83429 -1.42721
H 1.70153 -0.60764 0.72777
*
```

***

Computed, not measured: C29H18AuN4S as an isolated structure in a non-equilibrium geometry, with ωB97M-V with the def2-TZVPD basis set.

LUMO (alpha / beta) = -6.15 / -6.18 eV
ΔE to the lowest compared entry with this formula, charge and spin = 0.519 eV
electronic energy = -50844.049 eV
gap between HOMO and LUMO (alpha / beta) = 0.164 / 0.163 Ha

The geometry in ORCA input format:
```
! wB97M-V def2-TZVPD RIJCOSX def2/J DEFGRID3
* xyz 1 1
Au 1.09586 0.54820 -0.53834
N -8.88322 -1.27605 1.17301
C -7.77211 -1.07081 0.99089
C -6.39514 -0.84283 0.75281
C -5.99067 -0.19028 -0.41220
C -4.64514 0.01127 -0.64467
C -3.70358 -0.40359 0.29180
C -4.11236 -1.04994 1.45377
C -5.45298 -1.28275 1.68301
C -2.26559 -0.14725 0.06010
C -1.72373 0.92643 0.76346
C -2.44128 1.80606 1.62456
C -1.53722 2.72034 2.10353
C -0.28958 2.38000 1.54526
N -0.40655 1.31834 0.75729
C -1.61881 -0.99940 -0.83278
C -2.19996 -2.13147 -1.47714
C -1.23430 -2.66715 -2.29253
C -0.08712 -1.86599 -2.12875
N -0.31495 -0.89407 -1.25526
H -6.72929 0.14914 -1.12403
H -4.32379 0.51368 -1.54350
H -3.37761 -1.37112 2.17539
H -5.77549 -1.79847 2.57546
H -3.49113 1.73404 1.82662
H -1.72500 3.53493 2.77350
H 0.66026 2.85799 1.70617
H -3.20546 -2.46866 -1.31380
H -1.31663 -3.52717 -2.92642
H 0.86280 -1.97594 -2.61775
S 5.67472 0.15462 0.04570
C 4.96594 -0.96898 1.17926
C 5.59008 -1.80724 2.09013
C 4.78647 -2.60536 2.88070
C 3.39527 -2.57464 2.76959
C 2.76988 -1.74438 1.86609
C 3.56221 -0.93203 1.06223
N 3.12542 -0.05207 0.12221
C 4.08612 0.58857 -0.49001
C 3.74163 1.54933 -1.50088
C 4.68187 2.28203 -2.22727
C 4.24835 3.17911 -3.18368
C 2.89439 3.35213 -3.42276
C 1.95180 2.62565 -2.69938
C 2.37612 1.73506 -1.74587
H 6.66600 -1.83083 2.17279
H 5.23897 -3.26811 3.59974
H 2.79866 -3.21261 3.40158
H 1.69499 -1.70958 1.76846
H 5.73334 2.13273 -2.02453
H 4.96678 3.74985 -3.74991
H 2.55112 4.05063 -4.16966
H 0.89965 2.76861 -2.89399
*
```

***

Computed, not measured: the molecule C8H20N2OSi in a non-equilibrium geometry, with ωB97M-V with the def2-TZVPD basis set.

LUMO = 0.69 eV
ΔE to the lowest compared entry with this formula, charge and spin = 2.263 eV
electronic energy = -21524.535 eV
gap between HOMO and LUMO = 0.356 Ha
structure (SMILES) = CC(C)(C)N(C[Si](C)(C)C)N=O

The geometry in ORCA input format:
```
! wB97M-V def2-TZVPD RIJCOSX def2/J DEFGRID3
* xyz 0 1
C -2.17014 -0.14848 0.92315
C -1.61843 -1.12994 -0.12253
C -2.56168 -1.24991 -1.31926
C -1.44512 -2.51239 0.51514
N -0.28853 -0.67145 -0.68186
C 0.07530 0.71645 -0.90580
Si 1.50639 1.24020 0.15886
C 2.78445 1.76906 -1.08755
C 1.13299 2.57499 1.42093
C 1.98241 -0.27749 1.12218
N 0.52035 -1.61294 -1.21973
O 1.44163 -1.14159 -1.83283
H -3.11042 -0.56225 1.34401
H -1.48962 0.00701 1.74762
H -2.35059 0.84361 0.48594
H -2.57851 -0.27205 -1.80938
H -3.56619 -1.53297 -1.03315
H -2.20688 -1.99100 -2.05018
H -0.62229 -2.54040 1.24327
H -2.30859 -2.87407 1.08217
H -1.24528 -3.29361 -0.24359
H -0.76987 1.37351 -0.75612
H 0.42303 0.84351 -1.94294
H 3.74575 1.80740 -0.60391
H 2.53371 2.77000 -1.45255
H 2.89758 1.09831 -1.97467
H 2.03453 3.00430 1.85238
H 0.52604 2.13872 2.21766
H 0.58744 3.35542 0.90496
H 1.49617 -0.14197 2.09073
H 3.04754 -0.40421 1.24794
H 1.59683 -1.18579 0.67908
*
```

***

Computed, not measured: C22H34FHgN3O3P2 as an isolated structure, with ωB97M-V with the def2-TZVPD basis set.

LUMO (alpha / beta) = -3.20 / -3.20 eV
electronic energy = -59442.305 eV
gap between HOMO and LUMO (alpha / beta) = 0.183 / 0.234 Ha

The geometry in ORCA input format:
```
! wB97M-V def2-TZVPD RIJCOSX def2/J DEFGRID3
* xyz 1 2
Hg -0.23305 -0.12697 -1.60026
C 4.47191 5.79200 1.93199
C 4.08402 5.58341 0.47378
N 2.90523 4.72427 0.32331
C 3.08905 3.38958 0.14108
C 2.11563 2.45253 0.00571
C 2.65008 1.02648 -0.19724
O 3.82743 0.87237 0.13897
O 1.89309 0.14692 -0.72074
C 0.74166 2.87140 0.07723
O -0.25967 2.15310 -0.00649
C 0.54812 4.32643 0.30048
C -0.75284 4.81909 0.37847
C -0.98069 6.15228 0.56246
F -2.25861 6.60263 0.59135
C 0.07001 7.06082 0.70809
C 1.36129 6.57334 0.65222
C 1.62155 5.21617 0.42416
N -0.10679 8.46887 0.90606
C 0.22015 9.28693 -0.25676
C 0.46832 10.71709 0.18121
N -0.77119 11.22013 0.87783
C -1.10627 10.34413 2.06011
C -1.32791 8.93317 1.54798
H 5.35027 6.43692 2.00088
H 4.71186 4.83533 2.39764
H 3.65802 6.25196 2.49791
H 4.89572 5.10271 -0.06495
H 3.89726 6.53294 -0.02488
H 4.11559 3.04376 0.10943
H -1.57884 4.12648 0.26633
H 2.17218 7.27052 0.81895
H -0.58810 9.26756 -1.00755
H 1.11927 8.90905 -0.73536
H 0.68759 11.37138 -0.65903
H 1.28023 10.75999 0.90319
H -1.54978 11.17259 0.22013
H -0.66464 12.19213 1.15779
H -1.99428 10.74208 2.54566
H -0.26333 10.38542 2.74496
H -2.19187 8.93279 0.86886
H -1.57250 8.29194 2.39003
C -4.31856 -0.76275 -0.62633
P -2.70831 -0.30295 0.12244
C -3.23385 0.98888 1.31102
C -2.43480 -1.71208 1.28096
C -1.73634 -2.89802 0.59995
P -0.04994 -2.45746 -0.00688
C 0.92557 -2.46153 1.53504
C 0.45023 -4.04078 -0.77296
H -5.08307 -0.93365 0.13527
H -4.19796 -1.66597 -1.22660
H -4.64398 0.03692 -1.29230
H -3.95746 0.60055 2.03248
H -3.68433 1.81911 0.76316
H -2.34943 1.35699 1.83195
H -3.39305 -2.01196 1.71072
H -1.81593 -1.32900 2.09717
H -2.31340 -3.23371 -0.26572
H -1.65085 -3.74107 1.28856
H 0.81182 -3.41010 2.06495
H 0.61032 -1.63867 2.17880
H 1.97458 -2.29796 1.28394
H 0.30692 -4.87201 -0.08048
H 1.50091 -3.98469 -1.05703
H -0.13842 -4.21145 -1.67408
*
```

***

Computed, not measured: C34H59N9PPdSi4Te as an isolated structure, with ωB97M-V with the def2-TZVPD basis set.

LUMO (alpha / beta) = -7.80 / -10.35 eV
ΔE to the lowest compared entry with this formula, charge and spin = 2.075 eV
electronic energy = -101175.388 eV
gap between HOMO and LUMO (alpha / beta) = 0.258 / 0.184 Ha

The geometry in ORCA input format:
```
! wB97M-V def2-TZVPD RIJCOSX def2/J DEFGRID3
* xyz 3 5
Pd -2.10400 -0.58434 -1.10541
N 0.61041 -4.12553 -0.27527
C -0.10562 -3.01637 -0.15660
N -0.82428 -2.48701 -1.10499
C -0.88173 -3.13356 -2.34731
N -1.64388 -2.71216 -3.30110
N -2.35868 -1.59786 -2.97119
C -3.24495 -1.17890 -3.78490
C -4.00665 0.02628 -3.44203
C -4.99105 0.50099 -4.29149
C -5.68635 1.65179 -3.94430
C -5.36249 2.29141 -2.76201
C -4.36167 1.74984 -1.96674
N -3.69827 0.64270 -2.28125
C -0.05920 -4.31722 -2.55908
C -0.00278 -4.98009 -3.78970
C 0.77796 -6.10680 -3.92735
C 1.51080 -6.59462 -2.84203
C 1.46946 -5.95516 -1.61959
C 0.68391 -4.81694 -1.49072
H 1.12566 -4.47343 0.52020
H -0.07328 -2.52601 0.80997
H -3.43059 -1.70603 -4.71640
H -5.20765 -0.02575 -5.21113
H -6.46205 2.04030 -4.58993
H -5.86690 3.19580 -2.45294
H -4.08503 2.24469 -1.04262
H -0.58298 -4.59751 -4.61702
H 0.81945 -6.62182 -4.87679
H 2.11429 -7.48462 -2.95703
H 2.03161 -6.33476 -0.77521
C -2.35899 3.77329 0.91144
C -0.95048 3.20545 1.14942
C -0.65657 3.23891 2.66123
C 0.04489 4.11202 0.42524
C -0.85195 1.77431 0.65543
N -2.02826 0.94295 0.62324
H -2.37324 4.82414 1.19944
H -3.11334 3.27723 1.52297
H -2.64111 3.72810 -0.14479
H -0.76310 4.26143 3.02812
H 0.36127 2.90971 2.86508
H -1.34563 2.59957 3.21359
H -0.02623 5.12333 0.82680
H -0.15318 4.15730 -0.64780
H 1.06790 3.76805 0.57029
C -2.80891 -0.71550 3.89607
N -2.80413 0.42514 2.95227
C -4.19412 0.92111 2.84990
N -5.16788 -0.09577 2.48790
C -5.09374 -1.20677 3.43383
N -3.74382 -1.76745 3.51542
C -3.37406 -2.51130 2.32946
P -3.35313 -1.32850 0.86769
C -2.27657 -0.05543 1.69712
C -5.01484 -0.53962 1.11211
H -3.10123 -0.34143 4.87651
H -1.79955 -1.12523 3.96934
H -4.25125 1.73488 2.12528
H -4.46065 1.33245 3.82335
H -5.79957 -1.98467 3.14359
H -5.37286 -0.84023 4.42154
H -4.08714 -3.31557 2.14886
H -2.38406 -2.95523 2.45276
H -2.85235 1.53313 0.52259
H -1.30695 -0.52824 1.89516
H -5.78866 -1.26733 0.85975
H -5.12940 0.30135 0.42411
C 5.52702 -0.65857 -1.73855
Si 3.72458 -0.25352 -1.96400
C 2.71790 -1.83438 -2.09449
C 3.43500 0.86803 -3.42368
Si 2.86660 0.86351 -0.00904
Te 0.52876 1.09821 -0.80450
Si 3.14924 -0.12430 2.17817
C 2.68604 -1.92024 1.83351
C 1.98947 0.62538 3.42312
C 4.93360 0.03020 2.67231
Si 4.18219 3.07534 0.20283
C 3.51732 4.07427 -1.22037
C 5.91697 2.44514 0.01583
C 3.83268 3.73599 1.90135
H 5.79622 -1.38419 -2.51170
H 5.75434 -1.11541 -0.77411
H 6.17129 0.21042 -1.86928
H 2.93477 -2.29788 -3.06143
H 1.64033 -1.66481 -2.04035
H 3.00624 -2.54917 -1.32072
H 3.71410 0.33199 -4.33510
H 4.06068 1.76051 -3.36939
H 2.39742 1.18660 -3.53740
H 1.90754 -2.22029 2.54137
H 3.55333 -2.56315 1.99700
H 2.32677 -2.08950 0.81840
H 0.95563 0.61897 3.07129
H 2.26236 1.65078 3.67377
H 2.03891 0.04127 4.34665
H 5.61522 -0.38655 1.92904
H 5.07234 -0.54433 3.59353
H 5.23231 1.05706 2.88369
H 4.19574 4.01115 -2.07224
H 3.44727 5.12177 -0.91396
H 2.52750 3.75813 -1.54703
H 6.24433 2.45940 -1.02354
H 6.05645 1.43919 0.41129
H 6.57466 3.10835 0.58735
H 2.77925 3.74824 2.17383
H 4.18733 4.77246 1.92693
H 4.38969 3.18105 2.65728
*
```

***

> What is the electronic energy in the third record?

-19036.460 eV